# 1
ORCA calculation (ωB97M-V with the def2-TZVPD basis set) on C17H15LiO3S6 as an isolated structure.

Computed properties:
Electronic energy ... -3279.37788 hartree
Energy relative to the best compared isomer or geometry (same formula, charge and spin) ... 0.0 kcal/mol
E_HOMO ... -0.282 eV
Net charge ... -2

```
42
Properties=species:S:1:pos:R:3:forces:R:3:nbo_charge:R:1
Li -0.155192 -0.612451 -0.421609 0.981 -0.499 0.351 0.8362
C -3.043026 0.942183 2.739358 0.064 -0.002 -0.102 -0.6354
C -1.803922 1.610773 2.205778 -0.035 0.061 0.090 -0.0216
C -1.916188 2.612030 1.245391 0.006 -0.001 0.021 -0.1723
C -0.788088 3.232880 0.734137 -0.014 0.036 -0.005 -0.2173
C 0.474410 2.850262 1.161355 0.014 0.066 0.042 -0.2281
C 0.598978 1.858201 2.121715 0.012 0.062 0.087 -0.1875
C -0.534175 1.250386 2.645236 0.002 0.077 0.015 -0.2334
H -3.689350 0.666193 1.905337 -0.044 -0.052 0.033 0.2459
H -3.596698 1.614695 3.401639 -0.006 -0.013 0.001 0.1902
H -2.790560 0.038615 3.294249 -0.019 -0.006 -0.009 0.2092
H -2.896210 2.861320 0.856797 -0.013 0.013 -0.004 0.2030
H -0.895889 3.997252 -0.026660 0.007 -0.043 -0.035 0.1952
H 1.361902 3.294488 0.728366 -0.005 -0.016 -0.005 0.2096
H 1.582345 1.545934 2.444352 -0.004 -0.081 -0.065 0.2261
H -0.425160 0.472737 3.393155 -0.022 -0.053 -0.059 0.2026
S 6.354963 -4.220677 0.043300 0.352 -0.202 0.032 -0.3120
C 4.900004 -3.409011 -0.065008 -0.487 0.277 -0.028 -0.5765
S 3.366029 -4.176164 -0.170766 0.146 0.381 -0.017 0.4470
C 2.330349 -2.748424 -0.262538 0.460 -0.081 -0.023 -0.4205
C 2.995267 -1.560679 -0.212801 0.269 -0.337 0.006 -0.4250
S 2.306577 0.012794 -0.265724 -0.172 0.518 0.001 -0.5213
S 4.748884 -1.697283 -0.083816 -0.234 -0.311 -0.004 0.4462
S 0.637792 -2.986854 -0.411679 -0.539 -0.126 -0.019 -0.5099
C -3.554221 -3.153225 -6.210030 -0.006 0.033 0.066 -0.6203
C -3.249939 -2.458167 -4.907813 -0.027 0.037 -0.057 -0.0354
C -3.581016 -3.031152 -3.686227 0.014 0.009 -0.011 -0.2312
C -3.345051 -2.355845 -2.496306 -0.011 -0.016 0.121 -0.1239
C -2.774892 -1.096637 -2.521433 0.042 0.117 0.218 -0.3426
C -2.426408 -0.515136 -3.731019 0.007 0.032 -0.046 -0.1666
C -2.663118 -1.194507 -4.914202 0.000 -0.021 0.047 -0.2274
S -2.504272 -0.174059 -1.004086 -0.921 0.201 -0.207 2.3948
O -3.711970 0.616652 -0.830698 0.148 0.016 -0.082 -1.0070
O -1.293021 0.606426 -1.273762 -0.125 0.170 -0.209 -1.0502
O -2.268303 -1.147108 0.050987 0.104 -0.132 -0.040 -1.0130
H -3.817808 -4.198938 -6.049616 -0.002 0.001 -0.006 0.2058
H -2.704049 -3.114972 -6.893078 0.013 -0.005 0.012 0.2101
H -4.396225 -2.661463 -6.704465 -0.007 -0.065 -0.055 0.2042
H -4.013942 -4.025391 -3.660741 -0.011 0.005 -0.010 0.1940
H -3.585138 -2.801730 -1.539208 0.040 -0.031 -0.022 0.2279
H -1.960791 0.461818 -3.724729 0.038 -0.030 -0.026 0.2353
H -2.375282 -0.746063 -5.859540 -0.015 0.014 0.002 0.1950
```
Positions in Å, forces in eV/Å.

# 2
ORCA calculation (ωB97M-V with the def2-TZVPD basis set) on a 2-piece molecular cluster, C5H14NO overall.

Computed properties:
Electronic energy ... -328.64848 hartree
Energy relative to the best compared isomer or geometry (same formula, charge and spin) ... 23.7 kcal/mol
E_HOMO ... -13.417 eV
Net charge ... +1

```
21
Properties=species:S:1:pos:R:3:forces:R:3:nbo_charge:R:1
C 1.603530 -0.563955 -0.307357 0.783 0.454 -0.694 -0.2256
C 1.359768 0.435726 0.831470 -0.311 -0.266 0.229 -0.4665
C -0.087667 0.552134 1.232046 -0.735 1.172 0.269 -0.0299
C -0.559144 0.069465 2.370420 0.660 -0.908 0.340 -0.3618
C -0.936466 1.498201 0.412571 0.755 -0.587 -1.320 -0.6612
N 0.381138 -1.339241 -0.673378 0.051 -0.414 0.020 -0.6869
H 2.412367 -1.259465 -0.096894 -0.269 -0.277 0.417 0.2335
H 1.963837 -0.101515 -1.231421 -0.437 0.225 0.080 0.2291
H 1.935616 0.124270 1.695407 0.134 -0.022 0.106 0.2409
H 1.683961 1.440585 0.561183 0.228 -0.128 -0.184 0.2463
H 0.087088 -0.555054 2.977486 0.008 0.046 0.173 0.1989
H -1.541322 0.238686 2.778464 -0.267 0.130 -0.273 0.2216
H -0.626613 1.460175 -0.641925 0.064 -0.034 -0.010 0.1987
H -0.747327 2.535208 0.670953 -0.327 0.129 0.378 0.2489
H -1.979726 1.214479 0.377775 -0.310 0.307 0.515 0.2288
H -0.337952 -0.758434 -1.132610 0.042 -0.017 -0.201 0.4770
H -0.052964 -1.785829 0.137540 0.051 0.156 0.131 0.4439
H 0.625924 -2.077279 -1.333877 -0.091 0.018 -0.063 0.4390
H -2.382512 -0.309269 -2.428541 -0.038 0.041 -0.153 0.5006
H -1.354785 -0.387952 -3.577778 -0.046 0.040 -0.073 0.5062
O -1.446749 -0.430937 -2.621533 0.053 -0.063 0.312 -0.9815
```
Positions in Å, forces in eV/Å.

# 3
ORCA calculation (ωB97M-V with the def2-TZVPD basis set) on a 5-piece molecular cluster, C27H66N8O7P3 overall.

Computed properties:
Electronic energy ... -3056.64874 hartree
E_HOMO ... -10.368 eV
Net charge ... +1

```
111
Properties=species:S:1:pos:R:3:forces:R:3:mulliken_charge:R:1
C 0.436681 -6.719664 1.208486 0.049 0.260 0.001 -1.1994
C -0.578219 -5.707391 0.578923 0.286 0.532 -0.720 -0.2209
P -0.755653 -4.145842 1.608378 0.094 -0.811 1.928 -0.2202
C 0.989628 -3.569179 1.922734 0.184 0.710 -0.655 -0.5251
C 1.237029 -2.034713 1.705398 0.492 -0.263 0.108 -0.0352
C -1.796165 -2.853170 0.702763 0.206 -1.002 -2.862 0.5487
C -1.213598 -2.097259 -0.535314 -0.375 0.680 0.313 0.2074
C -2.235535 -1.312455 -1.392766 0.333 0.001 0.297 -0.2857
N -1.830039 -0.921750 -2.515042 -0.144 0.189 -0.414 -0.5783
C -3.001509 -3.710323 0.129259 -0.838 -1.640 2.301 -2.2713
O -2.813228 -4.375046 -1.125660 -0.906 0.655 -0.055 -0.2479
C -3.818009 -4.174771 -1.953386 3.832 -0.530 2.488 0.4156
N -4.468089 -3.839683 -2.804719 -2.909 0.776 -2.694 -0.4202
C -4.360917 -2.997269 0.439797 1.204 0.503 -0.184 0.4680
P -5.764795 -3.986957 1.218205 -1.425 0.803 3.222 0.0834
O -7.156110 -3.773847 0.356724 1.507 -1.110 -0.414 -0.4412
O -5.341372 -5.581471 1.382804 -0.024 0.808 -1.257 -0.4674
C -3.840737 -2.150203 1.639690 -0.896 -1.107 -1.838 -0.8074
N -2.555833 -2.106731 1.736178 -1.490 0.709 0.941 0.8349
P -1.998052 -1.177324 3.156997 2.585 1.878 1.213 0.0371
N -1.349465 0.199701 2.813169 -0.200 -0.847 0.180 -0.4995
H 1.201400 -6.248879 1.853944 -0.419 -0.098 -0.340 0.3116
H -0.070440 -7.484493 1.825874 0.228 0.384 -0.465 0.3489
H 0.987988 -7.186480 0.369448 -0.381 -0.019 0.597 0.3452
H -1.557429 -6.204134 0.433950 0.493 0.426 0.108 0.3774
H -0.205304 -5.394232 -0.417633 -0.215 -0.347 0.368 0.3283
H 1.258970 -3.820096 2.967887 -0.364 -0.172 -0.641 0.3233
H 1.657301 -4.124514 1.237354 -0.203 0.212 0.468 0.4703
H 0.328057 -1.410326 1.654062 0.420 -0.365 0.014 -0.7249
H 1.857576 -1.622974 2.528259 -0.342 -0.259 -0.469 0.6193
H 1.821464 -1.863688 0.782776 -0.488 0.025 0.496 -0.0098
H -0.785224 -2.873421 -1.202480 -0.222 0.345 0.487 0.4582
H -0.391234 -1.397066 -0.305802 -0.397 -0.403 0.128 -0.3233
H -3.259473 -1.039602 -1.069857 0.513 -0.333 0.358 0.3472
H -2.562631 -0.392546 -2.994707 0.228 -0.075 -0.066 0.3056
H -3.041583 -4.557527 0.865857 -0.049 0.373 -0.507 1.1919
H -4.780660 -2.286912 -0.304755 0.246 -0.459 0.121 0.4504
H -7.616682 -4.615279 0.183526 0.080 0.286 -0.223 0.3200
H -5.470129 -5.786295 2.323658 0.026 0.022 -0.319 0.3741
H -4.556676 -1.679259 2.329588 0.624 -0.095 -0.140 0.4927
H -3.111246 -0.972272 4.009369 -0.364 -0.808 -0.883 0.1242
H -1.120272 -2.053301 3.860407 -0.725 -0.219 -0.445 0.1711
H -0.380355 0.201176 3.142339 -0.173 0.242 -0.446 0.2490
C -4.770809 4.823643 3.093951 -0.183 0.033 -0.161 -1.4725
C -3.747089 3.693026 3.066717 -0.020 0.271 0.268 0.3330
C -4.013209 2.596532 4.112765 0.144 -0.196 -0.114 0.0739
O -3.645513 2.944398 5.435774 -0.292 -0.177 -0.109 -0.4390
C -4.604928 3.721122 6.135536 0.256 0.084 0.190 -0.6564
N -2.405491 4.264080 3.209362 0.027 -0.328 0.105 -0.6783
H -4.618542 5.504332 3.931738 0.046 -0.075 0.015 0.2817
H -4.698418 5.419257 2.182866 0.075 -0.029 0.049 0.3620
H -5.789108 4.430737 3.153131 0.017 0.019 0.028 0.3469
H -3.812650 3.222231 2.079705 0.059 -0.089 0.051 0.3610
H -3.389759 1.733228 3.856089 0.128 0.075 0.034 -0.2968
H -5.056362 2.251363 4.078395 -0.091 0.169 0.038 0.4516
H -5.628798 3.450488 5.863422 0.013 0.031 -0.081 0.3087
H -4.436423 4.785099 5.960479 -0.193 0.032 -0.020 0.2294
H -4.470134 3.537661 7.202109 0.035 -0.070 -0.057 0.2692
H -1.719444 3.521841 3.092924 0.010 0.071 -0.147 0.2473
H -2.296337 4.543451 4.182446 -0.029 0.121 -0.095 0.3194
C 2.969726 0.087001 -1.870517 -0.027 -0.201 -0.172 -1.5383
C 1.814404 0.731104 -1.112269 0.397 0.131 0.015 1.6353
C 1.573825 2.203796 -1.481871 -0.296 0.087 0.167 -1.0640
O 2.504257 3.108440 -0.907291 -0.131 -0.168 -0.280 -0.3553
C 3.730700 3.217346 -1.613446 0.130 0.163 0.256 -0.8068
N 2.046321 0.563470 0.329955 -0.196 0.269 0.002 -0.4507
H 3.944420 0.397809 -1.493674 -0.063 0.045 0.040 0.2533
H 2.924231 -0.999875 -1.774992 0.033 0.047 0.061 0.0800
H 2.922633 0.327353 -2.935079 0.004 0.014 0.030 0.4215
H 0.906232 0.178318 -1.379823 -0.063 0.121 -0.005 -0.4404
H 0.597383 2.495521 -1.081313 0.054 0.043 0.067 0.4217
H 1.517231 2.342886 -2.568314 0.141 -0.057 -0.023 0.4341
H 3.591834 3.120433 -2.692964 -0.037 -0.042 0.017 0.3414
H 4.445473 2.473541 -1.254537 0.056 -0.040 -0.163 0.2873
H 4.149706 4.202419 -1.405747 -0.104 0.002 -0.012 0.2908
H 1.229282 0.906057 0.832609 -0.008 -0.007 -0.030 0.1677
H 2.782137 1.215708 0.596125 0.024 -0.096 -0.046 0.3361
C 6.381787 -4.893683 -3.694203 0.073 -0.035 -0.211 -1.4396
C 4.956647 -4.711138 -3.182262 0.329 0.023 0.195 0.2699
C 4.670611 -3.297488 -2.646638 -0.265 -0.082 -0.010 -0.5552
O 5.204279 -3.037154 -1.358512 -0.005 0.138 -0.244 -0.2770
C 6.574252 -2.669512 -1.346104 -0.025 -0.078 0.308 -0.7852
N 4.679472 -5.740399 -2.173257 -0.212 0.201 0.077 -0.6985
H 7.106792 -4.990280 -2.885507 -0.074 0.035 0.033 0.2840
H 6.453163 -5.801154 -4.295470 -0.039 0.011 0.073 0.3703
H 6.682660 -4.053927 -4.324919 0.002 -0.010 0.034 0.3433
H 4.285582 -4.877649 -4.030868 -0.071 0.061 0.070 0.4243
H 3.585875 -3.194009 -2.537080 0.018 -0.020 0.069 0.2487
H 4.986088 -2.525522 -3.359797 0.126 -0.036 -0.004 0.4407
H 6.848084 -2.079824 -2.225013 -0.016 -0.069 -0.050 0.3545
H 7.207510 -3.555701 -1.273660 0.129 0.073 -0.135 0.2465
H 6.750392 -2.065225 -0.455146 -0.092 0.003 -0.029 0.2368
H 3.700389 -5.679606 -1.904006 -0.002 -0.112 -0.089 0.2109
H 5.179769 -5.476695 -1.326306 0.075 -0.102 -0.084 0.3333
C -0.552660 7.791506 -1.809091 -0.087 0.209 0.084 -1.5106
C 0.599583 6.975713 -1.230871 -0.207 -0.060 -0.360 0.3498
C 1.877166 7.019687 -2.087671 0.162 -0.109 0.266 -0.6941
O 1.836479 6.204248 -3.249253 0.038 0.265 0.025 -0.3176
C 1.176669 6.786945 -4.359986 0.005 -0.316 -0.070 -0.7249
N 0.144604 5.599948 -1.010725 0.237 -0.100 0.051 -0.6792
H -1.031849 7.296150 -2.654383 0.083 -0.039 0.007 0.2754
H -1.323024 7.945260 -1.051674 0.043 -0.073 -0.012 0.3738
H -0.210721 8.775706 -2.138379 -0.011 -0.030 -0.020 0.3631
H 0.846258 7.412189 -0.257973 0.107 -0.058 -0.025 0.4332
H 2.698759 6.622471 -1.483891 -0.027 -0.074 -0.053 0.2938
H 2.151265 8.049680 -2.348060 -0.119 0.025 -0.076 0.4618
H 1.330155 7.868325 -4.406933 -0.049 0.009 0.065 0.3226
H 0.109077 6.557892 -4.334429 -0.056 0.191 -0.057 0.2580
H 1.587855 6.339553 -5.266134 0.061 0.003 0.069 0.2440
H 0.883909 5.084163 -0.537587 -0.060 -0.009 0.044 0.2315
H 0.086860 5.153227 -1.924115 -0.069 0.054 0.041 0.3308
```
Positions in Å, forces in eV/Å.